{"formula": "C17H23NO3", "method": "the ωB97M-V functional and the def2-TZVPD basis", "elements": ["C", "C", "H", "H", "O", "C", "O", "C", "H", "C", "O", "N", "C", "C", "C", "C", "C", "C", "H", "H", "H", "H", "H", "H", "C", "C", "C", "C", "C", "C", "H", "H", "H", "H", "H", "H", "H", "H", "H", "H", "H", "H", "H", "H"], "xyz": [[-0.85746, -3.68524, 1.20912], [0.44502, -3.49522, 0.21157], [1.36991, -3.74656, 0.66852], [0.22303, -4.04546, -0.76260], [0.46575, -2.26554, -0.20711], [0.79657, -1.81347, -1.23198], [1.04045, -2.63886, -1.98078], [0.86707, -0.20147, -1.56204], [1.33262, 0.01766, -2.48542], [-0.50658, 0.27929, -1.57961], [-0.94971, 1.15467, -2.52301], [-1.42567, 0.13623, -0.59759], [-2.63686, 0.19464, -0.37500], [-3.38277, 1.25908, -1.09069], [-4.73184, 1.44732, -0.95362], [-5.38012, 0.94372, 0.45457], [-4.53236, 0.02372, 1.24445], [-3.28834, -0.16608, 0.98218], [-2.56829, -0.62101, 1.51256], [-5.04603, -0.15288, 2.21320], [-6.38533, 1.20376, 0.46558], [-5.41173, 2.17505, -1.34755], [-2.95564, 1.66350, -1.97199], [-0.96836, -0.50169, 0.38725], [1.64654, 0.63802, -0.53290], [1.70805, 2.00983, -0.47284], [2.40620, 2.48414, 0.66184], [3.87375, 2.33283, 0.67436], [3.78727, 0.61986, 0.99025], [3.13167, -0.06318, -0.17876], [3.59109, 0.30985, -1.25429], [3.08824, -1.13304, -0.23974], [4.92993, 0.34086, 0.90661], [3.39326, 0.26353, 1.81594], [4.34029, 2.58423, 1.53116], [4.38172, 2.64182, -0.18766], [2.40555, 3.75689, 0.34561], [1.90822, 2.47392, 1.88497], [0.57587, 2.39137, -0.45826], [1.95996, 2.37475, -1.32765], [1.25034, 0.13609, 0.82128], [-0.90891, -3.06937, 2.29521], [-1.91325, -3.37446, 0.66925], [-1.06912, -4.88308, 1.37561]], "forces_ev_per_a": [[-1.988, -0.844, 0.433], [-4.258, -4.867, 0.402], [0.758, -0.581, 0.419], [0.516, -0.556, 1.726], [-4.189, 5.673, 13.343], [2.407, 6.475, -5.731], [3.235, -3.905, -9.579], [-0.066, -1.452, 3.093], [0.131, -0.489, -1.380], [-5.216, 6.677, -5.161], [2.970, -4.302, 3.352], [11.694, -6.330, 4.857], [-11.980, 5.454, 2.867], [-0.439, -2.647, -0.861], [-2.132, -1.527, 7.427], [5.740, -1.252, -5.126], [-7.936, 4.182, 0.948], [4.940, 0.430, -7.041], [1.977, -1.979, 2.681], [0.971, -0.581, -0.474], [-1.688, -0.059, 1.046], [0.382, 0.285, -1.075], [0.806, 0.385, -0.403], [-0.922, 2.191, -3.872], [1.109, -9.671, 6.233], [-7.075, 0.465, 2.979], [0.361, 9.190, 4.017], [-2.848, -6.608, 1.065], [6.395, 2.187, -6.850], [-1.146, 3.536, -5.344], [0.080, -1.199, 2.542], [-0.086, -0.519, 0.392], [-2.093, 0.000, 0.642], [-1.884, -0.747, 4.591], [1.344, 1.775, 2.682], [0.706, -0.144, -1.357], [-0.718, -2.770, 1.480], [1.254, -0.454, -4.155], [2.039, -0.496, 0.213], [2.448, 2.637, -5.409], [-0.091, 1.610, -3.472], [0.679, -1.811, -3.032], [2.905, -0.461, 0.968], [0.908, 3.101, -0.076]], "lowdin_charge": [-0.079, -0.217, 0.123, 0.152, 0.006, -0.604, 0.174, -0.059, 0.153, -0.312, -0.035, 0.097, -0.223, -0.034, -0.023, 0.009, -0.150, -0.048, 0.046, 0.111, 0.036, 0.071, 0.071, 0.256, -0.268, -0.310, -0.277, -0.126, -0.152, -0.160, 0.167, 0.087, 0.135, 0.035, 0.056, 0.098, 0.173, 0.213, 0.189, 0.085, 0.227, 0.110, 0.097, 0.100], "orbital_gap_ha": 0.276, "total_charge": 0}

=====

{"formula": "C2H9N2O", "method": "the ωB97M-V functional and the def2-TZVPD basis", "elements": ["C", "N", "C", "N", "H", "H", "H", "H", "H", "H", "H", "H", "H", "O"], "xyz": [[1.16417, 2.58614, 1.11987], [1.21779, 1.19075, 1.46168], [0.04157, 0.45801, 1.57625], [0.12134, -0.81306, 2.14242], [1.86120, 3.14570, 1.72912], [0.14569, 2.93105, 1.28919], [1.47636, 2.78383, 0.08397], [2.07234, 0.84578, 1.86459], [-0.87623, 0.90241, 1.25423], [1.04390, -1.21058, 2.18303], [-0.56918, -1.52715, 2.05596], [-2.12195, -4.02110, -6.18481], [-2.64963, -3.58229, -4.82511], [-2.92737, -3.68949, -5.75040]], "forces_ev_per_a": [[0.278, -0.242, -0.319], [0.142, -0.229, -0.133], [0.033, -0.070, -0.216], [0.760, -0.014, 0.747], [-0.011, 0.274, 0.379], [0.064, 0.311, -0.052], [-0.369, -0.080, 0.005], [-0.253, -0.042, 0.124], [-0.211, -0.062, 0.011], [0.076, -0.038, -0.123], [-0.508, 0.192, -0.423], [-0.495, 0.180, 0.141], [-0.235, -0.011, -0.419], [0.731, -0.167, 0.279]], "lowdin_spin": [0.016, 0.186, 0.540, 0.171, 0.002, 0.006, 0.004, 0.009, 0.050, 0.012, 0.005, 0.000, 0.000, 0.000], "orbital_gap_ha": [0.212, 0.361], "total_charge": 0, "spin_multiplicity": 2}

=====

{"formula": "C21H26O11", "method": "the ωB97M-V functional and the def2-TZVPD basis", "elements": ["C", "C", "C", "O", "C", "C", "C", "O", "O", "O", "H", "H", "H", "H", "C", "C", "C", "O", "C", "C", "C", "O", "O", "O", "H", "H", "H", "H", "C", "C", "O", "C", "H", "H", "H", "H", "H", "H", "C", "C", "O", "C", "H", "H", "H", "H", "H", "H", "C", "C", "O", "C", "H", "H", "H", "H", "H", "H"], "xyz": [[4.68140, 3.82452, 2.93171], [5.21940, 5.07752, 2.29971], [4.75540, 5.57152, 1.03171], [5.30240, 6.59452, 0.48171], [3.78840, 4.76652, 0.40971], [3.32040, 3.49252, 0.83171], [3.82740, 2.90152, 2.19971], [3.42540, 1.78052, 2.51271], [2.20540, 2.82952, 0.39571], [6.16740, 5.88552, 2.88271], [4.97440, 3.28352, 3.90371], [3.34840, 5.23652, -0.45229], [2.18940, 1.97152, 0.71971], [6.38840, 6.44152, 2.31771], [-3.49360, 0.74952, -2.78929], [-3.25360, -0.29248, -1.62729], [-3.10060, 0.26652, -0.30429], [-2.88660, -0.53648, 0.59671], [-3.04660, 1.75152, -0.17529], [-3.43360, 2.73852, -1.28729], [-3.53660, 2.17752, -2.70829], [-3.92560, 2.91752, -3.62829], [-3.58760, 4.04152, -1.10429], [-3.06860, -1.54948, -1.74729], [-3.53460, 0.41052, -3.81729], [-2.94860, 2.03152, 0.86671], [-3.18960, 4.46152, -0.35829], [-3.09560, -2.09948, -0.95829], [0.18240, 0.65452, 2.48371], [0.74940, -0.46148, 1.52971], [1.36040, -0.07548, 0.51871], [0.17140, -1.83048, 1.70071], [0.84740, 1.45452, 2.54471], [0.08040, 0.20652, 3.49971], [-0.74960, 1.15052, 2.32871], [-1.00960, -1.99248, 1.50071], [0.41440, -2.25648, 2.53771], [0.86840, -2.42248, 1.21571], [2.67040, -2.16148, -1.61529], [1.10540, -2.27148, -1.89029], [0.56440, -3.36648, -1.75029], [0.46540, -0.98648, -2.44929], [3.05640, -3.13048, -1.60529], [2.97140, -1.70248, -0.72229], [3.27340, -1.71248, -2.39229], [0.48440, -0.27748, -1.55429], [-0.43960, -1.04148, -2.62929], [1.06440, -0.99848, -3.39129], [-3.04360, -5.09348, -1.60129], [-3.05960, -4.82548, -0.13929], [-2.75660, -3.75948, 0.22571], [-3.31860, -5.89148, 0.81671], [-3.50160, -6.07748, -1.73129], [-2.02760, -5.10348, -1.96929], [-3.56360, -4.33248, -2.12629], [-3.74360, -5.51548, 1.81971], [-2.45060, -6.21648, 1.11471], [-4.15760, -6.68848, 0.30671]], "forces_ev_per_a": [[2.331, 2.090, -0.204], [0.356, -3.276, 5.097], [1.796, 1.984, -2.659], [-1.738, -2.874, 2.134], [-2.967, -3.122, -1.073], [-0.567, 1.560, 1.020], [-0.697, 0.404, -1.898], [0.857, 1.662, 0.078], [2.075, 4.756, -1.737], [-4.685, -10.174, 7.976], [0.198, 1.780, -1.358], [-0.216, -0.190, -0.384], [0.015, -3.309, 1.364], [3.178, 8.529, -8.441], [1.465, -5.100, 2.875], [-0.950, 5.435, -5.233], [0.854, 1.621, 0.939], [-0.242, 0.772, 0.251], [-1.943, 2.389, -3.249], [2.471, -3.838, 4.748], [-2.436, 1.373, 0.445], [1.332, -1.228, 1.363], [-0.511, -0.600, -1.943], [-0.421, -0.874, -2.490], [-0.107, -0.429, 0.168], [-0.033, 0.576, -0.135], [0.422, -0.215, 1.173], [0.342, -0.057, 1.312], [0.778, -2.479, 1.410], [-2.659, 3.380, -1.518], [-0.278, -1.193, 2.108], [-2.564, 1.882, -3.745], [1.541, 1.168, 0.144], [0.158, 0.349, -0.529], [-1.047, -0.451, -1.076], [3.032, 0.647, 0.058], [0.500, -1.488, 6.093], [0.482, -1.633, -2.778], [-1.536, -0.069, -1.425], [0.642, -1.086, 0.359], [0.512, 1.836, -0.175], [8.575, -0.742, 3.164], [0.293, -1.916, 0.297], [-0.183, 0.887, 1.398], [-0.413, 0.696, -0.540], [1.164, -0.053, -1.846], [-8.825, -1.295, -2.093], [-0.290, 1.672, 0.727], [-0.319, -1.874, 0.207], [-0.305, -1.860, -1.809], [0.948, 4.924, 1.786], [-8.156, -0.472, -0.323], [0.079, 0.180, -0.686], [0.390, -0.029, 0.023], [-0.597, 0.660, -0.494], [0.241, -0.178, -1.775], [4.810, -2.911, 1.125], [2.847, 1.807, 1.774]], "lowdin_charge": [0.103, -0.110, -0.350, 0.069, 0.050, -0.106, -0.332, 0.083, 0.111, 0.178, 0.145, 0.124, 0.017, -0.037, 0.096, -0.190, -0.377, 0.084, 0.094, -0.141, -0.378, 0.083, 0.122, 0.143, 0.102, 0.090, 0.119, 0.089, 0.004, -0.367, 0.026, 0.004, 0.026, 0.095, 0.062, 0.158, 0.014, 0.058, -0.014, -0.411, 0.035, 0.019, 0.047, 0.041, 0.072, 0.109, -0.047, 0.117, 0.004, -0.561, 0.090, -0.012, 0.077, 0.095, 0.074, 0.121, 0.018, 0.165], "smiles": "O=C1C=C(O)C(=O)C=C1O.O=C1C=C(O)C(=O)C=C1O.CC(C)=O.CC(C)=O.CC(C)=O", "orbital_gap_ha": 0.237, "total_charge": 0}

=====

Across the entries above, total energy takes the values -941.5209, -266.2629, -1643.0883 Eh, respectively.
Across the entries above, M takes the values 289.37, 77.11, 454.43 g/mol, respectively.
Across the entries above, energy relative to the best compared isomer or geometry (same formula, charge and spin) takes the values 16.7273, 0.3155, 1.4849 eV, respectively.